18
Properties=species:S:1:pos:R:3 method="wB97M-V/def2-TZVPD" multiplicity=1 energy_ev=-15547.12211 lumo_energy_ev=-0.66 homo_lumo_gap_ha=0.348
O 1.78 -1.55 -0.20
C 2.30 -0.89 0.66
C 1.58 -0.50 1.96
O 0.50 -0.96 2.21
H 3.31 -0.44 0.55
O 2.82 -0.39 3.31
H 2.30 -0.55 4.11
O 1.76 1.51 2.19
C 0.68 2.28 2.69
C 0.35 2.17 4.18
O 0.55 3.58 4.36
C 1.01 3.74 3.01
H -0.17 2.12 2.02
H -0.67 1.86 4.44
H 1.08 1.58 4.75
H 2.08 3.97 2.96
H 0.44 4.51 2.46
H 2.61 1.10 3.11